(1)
Density functional theory data (the ωB97M-V functional and the def2-TZVPD basis) for a cluster of 2 separate species, C2H11N3P in total in a non-equilibrium geometry.

As for the HOMO-LUMO gap: 8.414 eV. Its total energy is -588.064197 Eh. For the molar mass, the calculation gives 108.105 g mol⁻¹.

Geometry as ORCA input:
```
! wB97M-V def2-TZVPD RIJCOSX def2/J DEFGRID3
* xyz 1 1
H -0.14 2.94 -0.59
H -1.00 -2.83 -1.08
C 0.48 0.84 0.44
H -1.70 -0.77 0.16
N 1.75 0.48 0.14
H -0.82 1.60 1.94
P -0.39 1.65 -0.99
H -1.65 1.59 -0.34
H 2.06 0.26 -0.76
H 2.31 -0.09 0.84
H -0.33 -1.56 0.77
H 0.55 1.04 2.54
N -0.44 -1.97 -1.27
N 0.14 1.33 1.68
H 0.59 -2.12 -1.37
H -0.73 -1.32 -2.06
C -0.68 -1.05 -0.06
*
```



(2)
Density functional theory data (the ωB97M-V functional and the def2-TZVPD basis) for a cluster of 8 separate species, C26H62Br6O10 in total in a non-equilibrium geometry.

As for the HOMO-LUMO gap: 9.769 eV. Its SMILES is BrCCBr.BrCCBr.BrCCBr.COCCOC.COCCOC.COCCOC.COCCOC.COCCOC. Its total energy is -17224.019605 Eh. For the molar mass, the calculation gives 1014.196 g mol⁻¹.

Geometry as ORCA input:
```
! wB97M-V def2-TZVPD RIJCOSX def2/J DEFGRID3
* xyz 0 1
H 12.86 15.24 8.40
C 13.05 13.36 6.85
C 19.07 17.04 5.18
H 22.88 10.83 8.99
H 18.95 14.31 6.15
C 19.94 11.84 11.65
H 11.11 15.22 8.61
H 16.67 6.70 12.81
H 10.79 13.29 12.95
H 19.48 12.71 12.06
H 22.43 12.50 9.32
H 23.10 10.91 11.14
H 14.31 16.14 4.44
Br 21.43 11.08 15.79
H 18.24 8.82 7.91
H 12.84 12.35 6.53
H 12.62 8.59 12.19
C 16.88 10.17 8.78
H 12.55 7.30 13.50
O 12.76 13.34 12.19
O 19.67 16.71 6.46
C 16.72 14.01 8.57
H 18.24 17.75 5.32
H 19.04 16.35 8.30
H 21.57 10.00 10.91
C 13.76 14.09 5.75
O 17.13 14.27 7.21
H 22.57 10.13 13.93
Br 17.49 10.55 14.77
C 10.96 12.17 11.20
O 9.65 11.87 11.64
O 21.31 11.90 11.70
Br 14.94 10.31 9.26
H 19.53 11.68 10.61
H 12.85 13.90 14.21
C 11.38 13.39 11.99
H 12.74 15.27 13.09
H 17.47 10.72 9.51
C 17.16 5.66 14.86
C 11.89 15.18 7.89
H 22.54 8.96 15.39
H 15.17 9.95 14.74
H 11.63 11.30 11.36
C 13.17 14.26 13.26
H 16.60 8.25 8.03
H 15.43 11.68 15.03
C 20.82 9.03 14.03
C 18.50 14.65 7.07
H 16.97 10.67 7.81
C 15.45 11.10 12.89
H 21.47 12.24 7.07
H 11.06 14.37 11.52
O 20.89 11.31 8.82
H 14.21 6.60 11.39
H 14.66 17.23 5.75
H 19.77 11.55 7.21
H 13.64 13.30 7.70
H 9.84 9.89 11.23
C 22.03 11.03 10.84
H 13.72 5.78 12.90
H 19.56 11.03 12.29
H 21.21 10.51 6.91
C 9.19 10.72 10.93
H 13.14 14.42 4.92
H 14.20 14.48 13.30
H 12.83 9.06 13.93
H 11.94 15.97 7.15
H 15.91 15.96 5.21
C 13.01 8.23 13.18
H 15.82 10.29 12.29
H 16.09 5.06 12.26
Br 17.72 7.79 10.22
H 17.09 5.24 15.85
H 18.56 16.13 4.80
O 14.45 7.73 13.11
O 11.85 13.93 7.20
C 15.64 10.86 14.34
C 22.10 11.44 9.43
O 14.27 15.32 6.35
H 17.71 16.63 7.16
H 17.35 6.72 14.89
C 18.69 16.16 7.28
C 17.37 8.76 8.59
H 10.90 12.31 10.07
H 15.69 13.73 8.52
H 20.16 8.57 14.75
Br 16.36 12.71 12.23
H 14.38 11.27 12.70
H 19.08 14.16 7.88
C 15.86 5.91 12.92
C 14.86 16.22 5.42
C 22.03 9.60 14.68
O 15.87 5.39 14.26
C 14.49 6.45 12.51
H 19.76 17.31 4.42
H 17.89 5.13 14.26
H 17.39 13.19 8.98
H 8.26 10.44 11.39
H 14.60 13.43 5.47
Br 21.47 7.73 12.79
C 20.84 11.38 7.43
H 20.31 9.82 13.47
H 16.74 14.96 9.12
H 9.22 10.78 9.79
*
```



(3)
Density functional theory data (the ωB97M-V functional and the def2-TZVPD basis) for an isolated molecule of C4H4O3.

As for the HOMO-LUMO gap: 9.606 eV. Its SMILES is C=COC(=O)C=O. Its total energy is -380.467739 Eh. For the molar mass, the calculation gives 100.073 g mol⁻¹.

Geometry as ORCA input:
```
! wB97M-V def2-TZVPD RIJCOSX def2/J DEFGRID3
* xyz 0 1
H 2.91 -0.15 0.94
H -2.68 -0.78 -0.55
H -0.18 1.05 -0.67
C -2.08 0.12 -0.54
C 0.78 -0.69 0.66
O 2.03 1.05 -0.44
O 0.46 -0.96 1.78
H -2.55 1.09 -0.46
O 0.04 -1.00 -0.46
C 2.03 0.14 0.35
C -0.76 0.14 -0.60
*
```